Entry 1:
17
Properties=species:S:1:pos:R:3:forces:R:3 method="wB97M-V/def2-TZVPD" smiles=NC1[C@@H]2CNC[C@@H]12 e_homo_ev=-8.119 de_lowest_kj_mol=410.52 orbital_gap_ev=9.19
N 0.241341 1.156335 -2.216892 -1.9 2.0 -3.8
C 0.318976 1.195669 -0.801420 1.0 1.0 -1.4
C 0.836886 0.055460 -0.042511 1.3 -0.5 3.0
C 0.810654 -1.422747 0.284638 -3.9 1.6 -1.7
N -0.289740 -1.385874 1.316489 -1.1 -0.3 -1.3
C -1.086601 -0.091548 1.271459 1.5 0.5 2.3
C -0.656823 0.403876 -0.067103 -1.7 -1.3 0.1
H 0.268546 2.132691 -2.697251 0.1 -2.2 1.5
H -0.642817 0.729480 -2.674327 1.9 0.7 1.6
H 0.840773 2.064501 -0.431217 -0.5 0.5 0.0
H 1.256857 0.488513 0.939796 -0.6 -0.2 -1.4
H 1.646603 -1.778427 0.757199 2.3 -1.1 0.6
H 0.455557 -1.946997 -0.626969 0.6 -0.4 0.7
H -0.055524 -1.756817 2.203009 0.2 -0.1 0.9
H -0.595299 0.590053 2.006444 -0.7 -0.2 0.0
H -2.161806 -0.212448 1.585635 1.0 -0.1 -0.9
H -1.187583 -0.221721 -0.806980 0.5 0.1 0.0

Entry 2:
18
Properties=species:S:1:pos:R:3:forces:R:3 method="wB97M-V/def2-TZVPD" smiles="CC(N)=O.CCO" e_homo_ev=-9.943 de_lowest_kj_mol=47.25 orbital_gap_ev=10.74
C 0.667130 -0.696721 -3.047570 0.1 0.3 -0.1
C -0.198080 -0.262003 -1.888164 0.0 -0.1 0.1
N -0.573427 1.045834 -1.879864 0.0 0.0 0.0
O -0.535091 -1.033203 -1.011677 0.0 0.0 0.0
H 1.624983 -1.042945 -2.657093 -0.1 0.0 0.0
H 0.854261 0.108462 -3.758851 0.0 0.0 0.0
H 0.188703 -1.521269 -3.566563 0.0 -0.1 0.0
H -1.093906 1.389258 -1.089130 0.0 0.0 -0.1
H -0.248394 1.691879 -2.573628 0.0 0.0 0.0
C -0.941049 -0.296768 2.370383 0.2 0.2 -0.1
C 0.389288 0.359217 2.035124 -0.2 0.1 -0.1
O 1.456501 -0.083668 2.859622 0.1 0.1 0.3
H -1.631111 -0.169841 1.537294 -0.1 0.0 0.0
H -1.373101 0.154842 3.262540 -0.1 -0.1 0.1
H -0.812714 -1.364547 2.532235 0.1 -0.1 0.0
H 0.674678 0.116690 1.015855 0.1 -0.2 -0.1
H 0.289420 1.453059 2.081800 0.0 0.0 0.1
H 1.261908 0.151724 3.777689 0.0 -0.1 -0.3

Entry 3:
34
Properties=species:S:1:pos:R:3:forces:R:3 method="wB97M-V/def2-TZVPD" charge=-1 e_homo_ev=-5.455 orbital_gap_ev=8.01
O -1.137939 -0.175277 -0.723152 -0.3 0.2 0.4
C -0.621823 0.921260 -0.926520 1.6 -0.5 -0.6
O 0.463794 1.232564 -1.436853 -0.6 0.1 0.4
O -1.374931 2.092629 -0.467012 -0.3 -0.3 -0.4
P -2.900360 2.248655 -0.814676 0.3 1.1 0.2
O -3.256795 3.559720 -1.339962 0.0 0.5 -0.2
O -3.327385 1.096516 -1.820711 -0.3 -0.1 -0.1
O -3.653776 1.992537 0.560080 -0.4 -0.6 0.0
H -3.823200 0.419565 -1.358194 0.1 -0.4 0.0
H -3.406738 1.152253 0.974994 0.0 0.1 0.4
O -3.712091 0.116779 2.897590 0.0 0.2 -0.1
C -3.019115 -0.859533 2.848130 -0.2 -0.2 0.3
O -2.398507 -1.240373 1.727801 -0.1 0.0 -0.1
C -1.732424 -2.494612 1.914417 0.3 -0.1 0.0
C -1.518467 -2.604889 3.421471 -0.1 0.0 0.1
C -2.735003 -1.852261 3.963605 0.5 0.0 -0.1
H -2.374462 -3.287682 1.524250 0.0 0.0 0.0
H -0.807068 -2.479620 1.346644 -0.1 0.1 -0.1
H -1.433961 -3.632966 3.768673 0.0 0.0 0.0
H -0.606369 -2.078074 3.702677 0.0 0.0 0.0
H -3.604914 -2.500677 4.077704 0.0 0.0 0.0
H -2.539041 -1.333925 4.897423 -0.2 0.0 0.0
O 6.036422 -0.792527 -3.232997 0.2 -0.1 0.0
C 5.131919 -0.142512 -2.786096 -0.2 0.1 -0.2
O 4.447342 -0.506869 -1.691179 0.0 0.1 0.1
C 3.347962 0.420607 -1.453224 -0.2 0.0 0.0
C 3.750869 1.697047 -2.167387 0.1 0.1 -0.2
C 4.562316 1.152481 -3.343579 0.0 0.2 0.5
H 2.430395 -0.001326 -1.856102 0.0 0.0 0.0
H 3.225232 0.552706 -0.383318 0.1 -0.1 0.0
H 2.892868 2.302855 -2.445537 -0.1 -0.1 0.0
H 4.399072 2.298318 -1.525797 0.0 0.0 0.0
H 3.931643 0.910162 -4.199884 0.0 0.0 0.0
H 5.364538 1.816470 -3.653281 0.0 -0.1 -0.2

Strongest force on any atom (computed, eV Å⁻¹): 4.66 0.36 1.77